No. 1
Formula: C4H8N2O2
Source: the OMol25 dataset
Level of theory: ωB97M-V with the def2-TZVPD basis set

For the HOMO-LUMO gap, the calculation gives 10.79 eV. The value obtained for the energy is -11349.903 eV. The SMILES is [H]/N=C1\O[C@]1(CC)NO.

Atoms and positions in Å:
H1 0.468 0.323 3.353
N1 0.276 -0.332 2.599
C1 -0.086 0.173 1.537
O1 -0.353 1.300 0.881
C2 -0.527 0.031 0.169
C3 0.432 -0.206 -0.983
C4 1.888 -0.022 -0.592
N2 -1.904 -0.295 -0.004
O2 -2.401 0.108 -1.279
H2 0.171 0.495 -1.787
H3 0.268 -1.216 -1.348
H4 2.076 0.981 -0.204
H5 2.521 -0.181 -1.455
H6 2.168 -0.747 0.172
H7 -2.045 -1.299 0.050
H8 -2.952 0.888 -1.109

***

No. 2
Formula: C21H43N2P3S2Tb
Source: the OMol25 dataset
Level of theory: ωB97M-V with the def2-TZVPD basis set

As for the expectation value of S²: 12.3809. The spin multiplicity is 7. The total charge is +3. For the HOMO-LUMO gap (spin up / spin down), the calculation gives 4.80 / 7.34 eV. The value obtained for the energy is -97399.112 eV.

Atoms and positions in Å:
Tb1 -0.698 0.269 -0.362
P1 -0.808 -0.795 2.629
P2 2.185 0.076 0.862
P3 0.504 -3.138 -0.945
H1 -4.234 0.367 -4.779
C1 -3.985 -0.641 -4.455
C2 -4.414 -1.094 -3.279
H2 -4.915 -0.402 -2.604
C3 -1.667 0.228 3.897
C4 0.549 -1.392 3.738
C5 -1.883 -2.283 2.720
C6 3.211 0.719 -0.505
C7 2.658 1.302 2.151
C8 3.313 -1.246 1.490
C9 -0.078 -4.533 -1.994
C10 0.829 -3.744 0.680
C11 2.050 -2.595 -1.710
H3 -3.566 -1.356 -5.178
H4 -4.472 -2.165 -3.123
H5 -1.956 1.194 3.465
H6 -1.051 0.387 4.793
H7 -2.589 -0.279 4.206
H8 1.285 -0.598 3.915
H9 1.054 -2.268 3.319
H10 0.135 -1.687 4.713
H11 -2.688 -2.199 1.982
H12 -2.328 -2.355 3.718
H13 -1.335 -3.211 2.542
H14 4.270 0.644 -0.233
H15 2.957 1.769 -0.683
H16 3.021 0.162 -1.426
H17 3.603 1.007 2.624
H18 1.886 1.372 2.924
H19 2.804 2.283 1.691
H20 4.294 -0.794 1.689
H21 3.450 -2.066 0.782
H22 2.943 -1.661 2.433
H23 0.788 -5.182 -2.188
H24 -0.463 -4.117 -2.942
H25 -0.861 -5.063 -1.423
H26 1.180 -4.783 0.618
H27 -0.072 -3.726 1.311
H28 1.634 -3.164 1.170
H29 2.378 -3.385 -2.414
H30 2.844 -2.485 -0.946
H31 1.932 -1.660 -2.290
C12 -2.125 -0.032 -2.358
C13 -1.407 -0.304 -3.547
C14 -1.088 0.732 -4.413
C15 -1.365 2.065 -4.067
C16 -2.131 2.362 -2.964
C17 -2.525 1.322 -2.077
S1 -2.601 -1.352 -1.309
H32 -0.790 -2.456 -1.149
H33 -1.220 -1.337 -3.835
H34 -0.672 0.521 -5.402
H35 -1.042 2.829 -4.784
H36 -2.462 3.397 -2.828
H37 -3.269 1.481 -1.305
C18 0.961 4.783 -0.425
N1 0.799 4.371 0.967
C19 1.507 4.843 2.064
C20 1.024 4.232 3.162
N2 0.026 3.376 2.735
C21 -0.109 3.452 1.376
S2 -1.264 2.691 0.396
H38 1.335 3.950 -1.032
H39 -0.003 5.108 -0.815
H40 1.681 5.605 -0.441
H41 2.309 5.558 1.950
H42 1.306 4.297 4.207
H43 -0.565 2.793 3.310

***

No. 3
Formula: C4H12
Source: the OMol25 dataset
Level of theory: ωB97M-V with the def2-TZVPD basis set

For the HOMO-LUMO gap, the calculation gives 12.42 eV. The value obtained for the energy is -4341.727 eV. The SMILES is CC.CC.

Atoms and positions in Å:
C1 -2.422 -0.649 -0.166
C2 -1.738 -1.890 -0.732
H1 -1.797 -0.332 0.671
H2 -2.426 0.126 -0.933
H3 -3.484 -0.759 0.052
H4 -0.718 -2.060 -0.363
H5 -2.194 -2.874 -0.661
H6 -1.428 -1.851 -1.787
C3 2.278 0.616 0.313
C4 1.748 2.024 0.597
H7 2.392 -0.167 1.086
H8 1.695 0.104 -0.457
H9 3.353 0.702 0.098
H10 1.750 2.779 -0.186
H11 2.278 2.295 1.518
H12 0.714 1.936 0.950

***

No. 4
Formula: C4H9N3O
Source: the OMol25 dataset
Level of theory: ωB97M-V with the def2-TZVPD basis set

For the HOMO-LUMO gap, the calculation gives 8.48 eV. The value obtained for the energy is -10806.505 eV.

Atoms and positions in Å:
C1 0.376 -0.092 2.087
C2 -1.157 0.139 -1.920
C3 -0.433 0.158 -0.604
C4 0.866 0.638 -0.349
N1 1.503 1.272 -1.327
N2 0.523 -1.417 2.360
N3 -1.004 -0.299 0.513
O1 -2.073 -0.941 0.536
H1 1.193 1.295 -2.297
H2 2.329 1.812 -1.124
H3 -0.317 -1.978 2.280
H4 1.318 -1.867 1.921
H5 -0.403 0.451 2.598
H6 1.309 0.449 2.101
H7 -0.591 -0.416 -2.677
H8 -2.121 -0.355 -1.794
H9 -1.318 1.150 -2.303

***

No. 5
Formula: C47H37ClMoN2O4S2
Source: the OMol25 dataset
Level of theory: ωB97M-V with the def2-TZVPD basis set

For the HOMO-LUMO gap, the calculation gives 7.32 eV. The value obtained for the energy is -96560.273 eV.

Atoms and positions in Å:
Mo1 -0.293 -0.160 0.081
O1 0.279 -0.667 -1.580
C1 0.117 -0.447 -2.967
C2 -1.403 -0.363 -3.130
C3 -1.981 0.874 -2.494
C4 -2.683 1.744 -3.320
C5 -3.278 2.869 -2.783
C6 -3.175 3.070 -1.419
C7 -2.458 2.173 -0.636
C8 -2.474 2.408 0.853
C9 -1.119 2.409 1.560
O2 -0.609 1.105 1.360
C10 -0.109 3.394 0.997
C11 1.248 3.142 1.187
C12 2.194 4.035 0.710
C13 1.799 5.190 0.045
C14 0.451 5.442 -0.147
C15 -0.499 4.545 0.327
C16 -1.338 2.645 3.052
C17 -1.792 3.893 3.475
C18 -2.034 4.135 4.816
C19 -1.818 3.133 5.752
C20 -1.358 1.896 5.335
C21 -1.120 1.649 3.988
N1 -1.829 1.101 -1.169
C22 0.750 0.874 -3.361
C23 1.283 1.753 -2.432
C24 1.764 2.995 -2.833
C25 1.718 3.363 -4.166
C26 1.198 2.479 -5.105
C27 0.720 1.244 -4.704
C28 0.761 -1.627 -3.675
C29 2.149 -1.689 -3.732
C30 2.781 -2.770 -4.318
C31 2.032 -3.804 -4.863
C32 0.650 -3.754 -4.807
C33 0.017 -2.671 -4.212
H1 -1.829 -1.248 -2.652
H2 -1.678 -0.370 -4.184
H3 -2.748 1.518 -4.373
H4 -3.817 3.566 -3.409
H5 -3.646 3.915 -0.939
H6 -3.063 1.616 1.329
H7 -3.000 3.342 1.048
H8 1.560 2.245 1.710
H9 3.244 3.828 0.864
H10 2.540 5.888 -0.320
H11 0.132 6.333 -0.672
H12 -1.547 4.754 0.156
H13 -1.938 4.691 2.757
H14 -2.385 5.109 5.130
H15 -2.001 3.322 6.801
H16 -1.176 1.112 6.057
H17 -0.740 0.689 3.671
H18 1.345 1.491 -1.380
H19 2.170 3.668 -2.090
H20 2.092 4.329 -4.478
H21 1.170 2.752 -6.151
H22 0.331 0.553 -5.441
H23 2.738 -0.895 -3.292
H24 3.861 -2.812 -4.339
H25 2.527 -4.649 -5.322
H26 0.058 -4.559 -5.219
H27 -1.061 -2.666 -4.163
Cl1 -0.815 -6.118 4.246
C34 -1.178 -4.762 3.206
C35 -0.993 -3.473 3.676
C36 -1.261 -2.411 2.830
C37 -1.700 -2.607 1.521
C38 -1.943 -1.432 0.632
C39 -1.904 -3.915 1.095
C40 -1.643 -4.994 1.923
H28 -0.632 -3.306 4.681
H29 -1.094 -1.402 3.192
H30 -2.578 -0.712 1.162
H31 -2.480 -1.713 -0.279
H32 -2.237 -4.098 0.081
H33 -1.785 -6.007 1.576
O3 2.763 -2.480 -0.801
S1 1.649 -2.827 0.036
O4 0.512 -3.454 -0.565
N2 1.206 -1.459 0.935
C41 1.784 -1.448 2.143
S2 1.820 -0.197 3.223
C42 2.352 -2.802 2.489
C43 2.860 -3.217 3.707
C44 3.230 -4.551 3.836
C45 3.102 -5.438 2.769
C46 2.612 -5.016 1.539
C47 2.240 -3.691 1.443
H34 2.937 -2.518 4.527
H35 3.612 -4.909 4.782
H36 3.380 -6.475 2.902
H37 2.505 -5.696 0.706

***

No. 6
Formula: C2H3N3
Source: the OMol25 dataset
Level of theory: ωB97M-V with the def2-TZVPD basis set

For the HOMO-LUMO gap, the calculation gives 10.26 eV. The value obtained for the energy is -6590.810 eV. The SMILES is [H]/N=C/N=C=N.

Atoms and positions in Å:
H1 1.518 0.081 2.362
N1 0.776 0.605 1.889
C1 0.550 0.089 0.731
N2 -0.410 0.657 -0.046
C2 -0.701 0.049 -1.001
N3 -1.008 -0.552 -1.956
H2 1.129 -0.790 0.387
H3 -1.853 -0.139 -2.365

***

No. 7
Formula: C7H14BN
Source: the OMol25 dataset
Level of theory: ωB97M-V with the def2-TZVPD basis set

As for the expectation value of S²: 2.0089. The spin multiplicity is 3. For the HOMO-LUMO gap (spin up / spin down), the calculation gives 4.67 / 7.72 eV. The value obtained for the energy is -9645.821 eV.

Atoms and positions in Å:
B1 -0.557 0.132 0.204
C1 2.311 -0.824 0.222
C2 1.101 -0.207 -0.331
C3 3.451 -1.424 -0.273
C4 0.618 1.109 0.418
C5 0.916 2.428 -0.243
C6 -3.039 0.278 0.483
C7 -1.931 -1.686 -0.249
N1 -1.808 -0.324 0.171
H1 2.282 -0.916 1.372
H2 1.094 -0.038 -1.441
H3 3.545 -1.596 -1.322
H4 4.207 -1.888 0.257
H5 0.949 1.025 1.415
H6 1.592 3.016 0.426
H7 -0.020 3.036 -0.459
H8 1.417 2.196 -1.217
H9 -3.495 0.331 1.465
H10 -3.054 1.344 0.357
H11 -3.792 0.040 -0.256
H12 -2.741 -1.720 -0.888
H13 -1.062 -2.011 -0.845
H14 -1.981 -2.299 0.732

***

No. 8
Formula: C4H7N2
Source: the OMol25 dataset
Level of theory: ωB97M-V with the def2-TZVPD basis set

The total charge is +1. For the HOMO-LUMO gap, the calculation gives 10.92 eV. The value obtained for the energy is -7231.786 eV.

Atoms and positions in Å:
C1 -1.466 0.792 0.246
C2 0.836 -0.575 0.118
C3 0.998 0.909 -0.038
C4 -0.474 -0.627 -0.675
N1 -0.384 0.873 -0.569
N2 -1.754 -0.471 0.074
H1 -2.019 1.517 0.735
H2 1.568 -1.219 -0.449
H3 0.864 -1.065 1.125
H4 1.218 1.611 0.854
H5 1.702 1.098 -0.817
H6 -0.514 -1.111 -1.569
H7 -2.509 -1.244 0.048